{"formula": "C24H43N7O7PZr", "method": "the ωB97M-V functional and the def2-TZVPD basis", "e_above_lowest_kcal_mol": 37.46, "e_tot_ev": -60900.4868, "orbital_gap_ha": 0.3007, "charge": 3, "mol_weight_g_mol": 663.85, "species": ["Zr", "C", "O", "C", "O", "N", "N", "H", "H", "H", "H", "H", "H", "C", "C", "C", "C", "C", "C", "O", "N", "C", "O", "N", "C", "O", "H", "H", "H", "H", "H", "H", "H", "H", "H", "H", "H", "C", "N", "C", "P", "O", "N", "C", "C", "N", "C", "C", "H", "H", "H", "H", "H", "H", "H", "H", "H", "H", "H", "H", "H", "H", "H", "H", "H", "H", "C", "C", "O", "C", "C", "C", "C", "C", "C", "H", "H", "H", "H", "H", "H", "H", "H"], "coordinates": [[-0.298, 0.378, 0.013], [0.398, 4.684, 2.031], [-0.051, 3.571, 2.826], [-0.268, 2.404, 2.319], [-0.201, 2.115, 1.092], [-0.586, 1.465, 3.230], [-0.666, 0.119, 2.826], [-0.355, 5.469, 2.094], [0.564, 4.389, 0.994], [1.322, 5.036, 2.493], [-0.607, 1.728, 4.214], [-1.571, -0.270, 3.105], [0.073, -0.438, 3.274], [4.222, -1.938, 0.407], [4.512, -0.472, 0.118], [3.588, 0.534, 0.888], [3.784, 0.421, 2.412], [2.972, 1.475, 3.159], [4.041, 1.920, 0.400], [5.046, 2.436, 0.768], [3.198, 2.572, -0.515], [1.994, 2.108, -0.936], [1.118, 2.754, -1.489], [1.658, 0.816, -0.606], [2.185, 0.252, 0.485], [1.362, -0.498, 1.097], [4.902, -2.543, -0.190], [3.196, -2.203, 0.152], [4.396, -2.185, 1.449], [4.407, -0.279, -0.954], [5.535, -0.232, 0.413], [4.842, 0.542, 2.645], [3.465, -0.572, 2.726], [3.354, 2.474, 2.965], [3.039, 1.306, 4.231], [1.926, 1.416, 2.850], [3.483, 3.513, -0.785], [-5.165, -1.541, -0.822], [-3.800, -1.142, -1.186], [-2.976, -2.325, -1.426], [-3.120, 0.167, -0.419], [-2.125, -0.211, 0.679], [-4.172, 1.314, 0.105], [-5.166, 1.842, -0.826], [-4.545, 1.430, 1.512], [-2.009, 0.980, -1.517], [-2.082, 0.645, -2.949], [-1.997, 2.454, -1.375], [-5.151, -2.327, -0.066], [-5.669, -1.922, -1.710], [-5.727, -0.697, -0.440], [-2.856, -2.922, -0.517], [-1.995, -2.050, -1.803], [-3.488, -2.934, -2.171], [-4.870, 1.611, -1.846], [-5.237, 2.923, -0.701], [-6.159, 1.425, -0.649], [-3.849, 0.855, 2.122], [-5.561, 1.067, 1.682], [-4.511, 2.480, 1.809], [-2.088, -0.433, -3.100], [-1.210, 1.071, -3.455], [-2.982, 1.058, -3.413], [-2.080, 2.732, -0.319], [-2.820, 2.925, -1.925], [-1.055, 2.839, -1.787], [1.319, -1.226, -3.278], [0.785, -1.724, -1.982], [-0.087, -1.020, -1.375], [1.196, -2.985, -1.431], [2.031, -3.884, -2.127], [2.409, -5.073, -1.539], [1.967, -5.391, -0.260], [1.147, -4.510, 0.445], [0.754, -3.323, -0.129], [1.018, -0.187, -3.436], [0.927, -1.831, -4.100], [2.405, -1.304, -3.320], [2.371, -3.658, -3.125], [3.052, -5.754, -2.074], [2.259, -6.328, 0.190], [0.828, -4.769, 1.442], [0.112, -2.617, 0.406]], "forces_ev_per_a": [[-0.35, 0.01, 1.17], [0.32, 0.70, -0.43], [-0.30, -0.79, 0.03], [-0.14, -0.06, 1.09], [0.17, 0.94, 0.43], [0.03, 0.10, 0.04], [0.13, 0.05, 0.14], [0.02, -0.17, 0.02], [-0.04, -0.02, 0.12], [-0.14, -0.10, -0.09], [0.06, -0.08, -0.24], [0.28, 0.21, -0.15], [-0.21, 0.42, -0.13], [0.08, 0.17, -0.10], [-0.18, -0.18, -0.02], [0.48, -0.10, 0.49], [-0.25, 0.19, -0.12], [0.20, -0.21, -0.06], [-0.41, -0.23, -0.03], [0.25, 0.03, 0.14], [0.08, 0.42, -0.26], [-0.28, 0.68, -0.33], [0.48, 0.20, -0.21], [1.50, -0.04, 0.15], [0.82, 0.25, -0.33], [0.24, -0.46, 0.01], [-0.04, -0.11, -0.01], [0.03, -0.11, 0.00], [0.01, -0.06, 0.13], [0.13, 0.03, 0.00], [-0.07, 0.14, -0.09], [0.00, -0.10, -0.11], [0.13, -0.03, -0.02], [-0.02, 0.15, -0.04], [-0.11, 0.04, 0.09], [0.02, 0.07, 0.16], [-0.11, -0.19, 0.02], [-0.46, 0.03, 0.00], [0.59, 1.30, 0.99], [0.26, -0.22, -0.29], [-1.94, 0.15, -1.37], [-1.06, -0.35, 0.26], [0.45, -1.34, -0.23], [-0.12, 0.32, -0.26], [0.02, 0.03, 0.35], [-0.72, -0.36, 0.47], [0.18, -0.38, -0.56], [-0.01, 0.93, 0.06], [0.03, 0.03, 0.03], [0.01, 0.04, 0.00], [-0.11, 0.03, 0.01], [-0.03, 0.04, 0.00], [-0.12, -0.13, -0.01], [0.11, 0.00, -0.02], [-0.09, 0.08, -0.17], [0.06, 0.01, -0.08], [0.07, -0.09, 0.04], [-0.10, 0.08, 0.10], [0.07, -0.08, -0.02], [0.04, -0.04, -0.01], [0.03, 0.12, 0.00], [-0.12, -0.03, 0.12], [0.07, 0.03, 0.15], [0.01, 0.08, -0.32], [0.06, -0.20, 0.14], [-0.26, -0.15, 0.16], [-0.15, 0.42, 0.04], [0.50, -0.98, -0.53], [0.27, -1.07, -0.70], [-0.33, 0.20, 0.34], [-0.04, 0.19, 0.08], [0.04, 0.03, -0.11], [-0.05, 0.21, -0.09], [-0.10, 0.08, 0.10], [-0.12, 0.08, -0.13], [0.07, -0.16, 0.00], [-0.04, -0.05, 0.02], [0.00, -0.04, 0.04], [0.05, 0.05, -0.12], [0.01, -0.06, -0.05], [0.05, -0.07, 0.06], [-0.08, -0.02, 0.10], [0.23, -0.48, -0.08]]}

{"formula": "C24H44B3N10O4P", "method": "the ωB97M-V functional and the def2-TZVPD basis", "e_tot_ev": -60015.0119, "orbital_gap_ha": 0.3173, "smiles": "CP(C)B1OB(CCN)OB(CCO)O1.CC#N.CC#N.CC#N.CC#N.CC#N.CC#N.CC#N.CC#N.CC#N", "mol_weight_g_mol": 600.09, "species": ["C", "P", "C", "B", "O", "B", "C", "C", "N", "O", "B", "C", "C", "O", "O", "H", "H", "H", "H", "H", "H", "H", "H", "H", "H", "H", "H", "H", "H", "H", "H", "H", "C", "C", "N", "H", "H", "H", "C", "C", "N", "H", "H", "H", "C", "C", "N", "H", "H", "H", "C", "C", "N", "H", "H", "H", "C", "C", "N", "H", "H", "H", "C", "C", "N", "H", "H", "H", "C", "C", "N", "H", "H", "H", "C", "C", "N", "H", "H", "H", "C", "C", "N", "H", "H", "H"], "coordinates": [[2.973, -2.552, -0.234], [1.422, -2.018, 0.579], [1.849, -0.387, 1.290], [0.200, -1.652, -0.843], [-0.268, -0.367, -1.085], [-1.663, -0.315, -1.175], [-2.572, 0.639, -0.343], [-2.148, 2.107, -0.139], [-0.746, 2.387, 0.122], [-2.238, -1.301, -1.986], [-1.777, -2.556, -1.621], [-2.706, -3.717, -1.162], [-2.612, -3.925, 0.354], [-3.498, -3.003, 0.996], [-0.385, -2.694, -1.547], [3.645, -2.920, 0.541], [2.775, -3.379, -0.919], [3.476, -1.749, -0.777], [2.773, -0.511, 1.857], [1.053, -0.098, 1.977], [1.977, 0.394, 0.538], [-3.542, 0.626, -0.855], [-2.768, 0.172, 0.632], [-2.475, 2.727, -0.977], [-2.696, 2.469, 0.736], [-0.383, 1.876, 0.914], [-0.164, 2.257, -0.692], [-3.750, -3.506, -1.404], [-2.434, -4.655, -1.658], [-2.920, -4.943, 0.610], [-1.592, -3.775, 0.725], [-3.052, -2.595, 1.746], [-0.756, 5.875, -0.782], [-0.383, 6.998, 0.066], [-0.088, 7.889, 0.729], [-0.223, 5.934, -1.728], [-0.516, 4.927, -0.298], [-1.828, 5.910, -0.973], [-1.066, 4.285, -5.056], [-0.653, 3.883, -3.720], [-0.345, 3.564, -2.661], [-0.728, 5.300, -5.257], [-0.633, 3.613, -5.794], [-2.151, 4.249, -5.128], [6.532, -4.826, 0.706], [5.961, -3.958, 1.721], [5.441, -3.280, 2.490], [6.308, -5.858, 0.961], [6.085, -4.592, -0.259], [7.611, -4.702, 0.645], [-4.594, 8.377, -1.734], [-4.414, 6.938, -1.864], [-4.261, 5.804, -1.964], [-5.441, 8.698, -2.338], [-4.779, 8.632, -0.693], [-3.696, 8.891, -2.071], [-7.051, 3.312, -1.907], [-8.346, 3.676, -2.464], [-9.365, 3.963, -2.907], [-7.166, 3.006, -0.868], [-6.622, 2.486, -2.471], [-6.368, 4.159, -1.954], [1.493, -6.124, -1.268], [2.880, -6.534, -1.094], [3.974, -6.858, -0.955], [0.958, -6.218, -0.325], [1.447, -5.086, -1.595], [1.014, -6.754, -2.016], [-3.290, 4.108, 3.496], [-3.270, 2.654, 3.548], [-3.246, 1.507, 3.578], [-4.121, 4.444, 2.877], [-3.405, 4.513, 4.499], [-2.358, 4.473, 3.067], [4.440, -7.717, 3.075], [5.811, -7.809, 2.597], [6.883, -7.881, 2.191], [3.759, -7.756, 2.226], [4.226, -8.545, 3.748], [4.297, -6.777, 3.607], [7.414, -0.847, 3.480], [8.490, 0.047, 3.072], [9.340, 0.748, 2.750], [7.668, -1.323, 4.426], [6.490, -0.286, 3.602], [7.258, -1.616, 2.730]], "forces_ev_per_a": [[0.27, -0.08, -0.11], [-0.29, -0.42, 0.32], [0.02, 0.10, -0.20], [0.62, 0.52, -0.89], [-0.44, -0.20, 1.04], [0.29, 0.10, -0.75], [-0.25, 0.42, -0.63], [0.04, 0.00, 0.57], [-0.04, 0.43, 0.11], [-0.42, -0.14, 1.00], [0.28, 0.17, -0.89], [-0.15, -0.29, -0.24], [-0.15, 0.10, 0.17], [0.21, 0.16, -0.03], [-0.19, -0.34, 0.87], [0.02, 0.03, -0.02], [0.01, 0.08, -0.01], [-0.07, -0.04, -0.04], [-0.07, 0.09, 0.04], [0.09, 0.05, 0.01], [0.05, -0.01, 0.05], [-0.05, -0.01, 0.18], [0.19, -0.09, -0.05], [0.12, -0.12, -0.07], [-0.13, 0.09, -0.10], [-0.02, -0.16, -0.14], [0.01, -0.13, 0.07], [0.03, -0.07, 0.02], [0.06, 0.06, 0.01], [0.02, 0.04, 0.01], [0.03, -0.12, -0.10], [-0.08, -0.12, -0.03], [-0.01, 0.08, 0.12], [0.06, 0.10, 0.09], [-0.06, -0.03, -0.02], [0.01, 0.00, 0.06], [-0.01, -0.02, -0.05], [-0.01, -0.08, -0.06], [-0.01, 0.03, -0.06], [-0.02, -0.09, 0.14], [0.03, -0.12, -0.32], [0.00, 0.00, -0.01], [-0.01, 0.01, -0.01], [0.00, 0.00, 0.00], [0.04, -0.07, -0.12], [-0.24, 0.14, 0.06], [0.10, -0.09, -0.01], [0.09, -0.03, -0.12], [0.00, -0.02, 0.00], [-0.01, 0.01, 0.05], [-0.02, 0.07, 0.01], [0.04, -0.16, -0.02], [-0.05, 0.07, -0.01], [0.00, 0.01, 0.00], [0.00, 0.01, 0.00], [0.00, 0.00, 0.01], [0.13, 0.00, 0.05], [-0.14, 0.04, -0.07], [0.06, 0.00, 0.03], [-0.01, -0.01, 0.00], [-0.01, -0.01, 0.00], [0.01, -0.01, 0.00], [-0.04, 0.01, -0.02], [0.15, -0.03, 0.03], [-0.12, 0.08, 0.07], [-0.01, 0.02, 0.00], [-0.05, -0.01, 0.00], [-0.01, 0.00, 0.00], [0.01, 0.07, 0.00], [0.03, -0.05, -0.03], [0.01, -0.08, -0.03], [0.00, 0.01, 0.00], [0.00, 0.01, -0.01], [0.00, 0.01, 0.00], [-0.07, 0.03, 0.04], [0.13, -0.09, -0.10], [-0.06, 0.01, 0.10], [0.00, 0.00, 0.00], [-0.01, 0.01, 0.00], [-0.01, 0.00, 0.00], [0.02, 0.04, 0.03], [0.12, 0.10, -0.02], [-0.05, -0.04, 0.01], [-0.02, -0.01, 0.00], [-0.01, -0.02, 0.00], [-0.03, 0.00, 0.02]]}

{"formula": "C24H44BN2NaO4P2S", "method": "the ωB97M-V functional and the def2-TZVPD basis", "e_above_lowest_kcal_mol": 0.00, "e_tot_ev": -71281.4311, "orbital_gap_ha": 0.1668, "charge": -2, "mol_weight_g_mol": 552.44, "species": ["Na", "C", "C", "C", "C", "P", "C", "N", "B", "N", "C", "P", "C", "C", "C", "C", "C", "C", "C", "C", "C", "C", "C", "C", "C", "C", "C", "C", "C", "C", "H", "H", "H", "H", "H", "H", "H", "H", "H", "H", "H", "H", "H", "H", "H", "H", "H", "H", "H", "H", "H", "H", "H", "H", "H", "H", "H", "H", "H", "H", "H", "H", "H", "H", "H", "H", "H", "H", "H", "H", "H", "H", "H", "H", "O", "S", "O", "O", "O"], "coordinates": [[-1.849, -0.155, -2.160], [2.529, 1.760, -5.495], [2.762, 0.716, -4.401], [2.312, -0.640, -4.969], [4.262, 0.630, -4.100], [1.539, 1.015, -2.967], [2.390, -0.038, -1.694], [1.516, -0.502, -0.651], [0.092, -0.172, -0.414], [-0.198, -1.076, 0.719], [-1.504, -1.268, 1.329], [-2.112, 0.175, 2.343], [-1.217, -0.076, 3.999], [0.280, 0.025, 3.673], [-1.538, 1.105, 4.924], [-1.471, -1.385, 4.742], [-3.914, -0.363, 2.540], [-4.518, 0.217, 3.821], [-4.176, -1.872, 2.490], [-4.636, 0.288, 1.351], [0.880, -1.871, 1.032], [1.052, -2.897, 1.949], [2.300, -3.521, 2.048], [3.361, -3.134, 1.245], [3.197, -2.109, 0.305], [1.963, -1.493, 0.199], [1.848, 2.754, -2.280], [1.389, 2.753, -0.815], [0.935, 3.716, -3.051], [3.285, 3.273, -2.320], [3.037, 1.447, -6.415], [2.918, 2.742, -5.222], [1.465, 1.862, -5.718], [2.923, -0.893, -5.842], [1.265, -0.612, -5.275], [2.416, -1.449, -4.243], [4.795, 0.326, -5.010], [4.483, -0.114, -3.334], [4.681, 1.581, -3.778], [3.252, 0.506, -1.276], [2.811, -0.898, -2.227], [-1.501, -2.182, 1.926], [-2.259, -1.430, 0.550], [0.493, 0.909, 3.066], [0.646, -0.844, 3.131], [0.849, 0.102, 4.608], [-1.388, 2.053, 4.402], [-0.863, 1.082, 5.789], [-2.559, 1.085, 5.300], [-1.267, -2.252, 4.112], [-2.500, -1.460, 5.096], [-0.810, -1.451, 5.617], [-4.173, -0.302, 4.719], [-5.606, 0.103, 3.772], [-4.298, 1.283, 3.927], [-3.589, -2.426, 3.226], [-3.997, -2.271, 1.490], [-5.236, -2.049, 2.709], [-4.555, 1.378, 1.400], [-5.696, 0.015, 1.387], [-4.272, -0.048, 0.378], [0.234, -3.223, 2.580], [2.433, -4.325, 2.763], [4.319, -3.632, 1.336], [4.020, -1.810, -0.334], [0.382, 2.349, -0.706], [1.420, 3.783, -0.437], [2.041, 2.141, -0.188], [-0.106, 3.397, -2.973], [1.192, 3.775, -4.109], [1.016, 4.723, -2.627], [3.974, 2.592, -1.817], [3.331, 4.234, -1.792], [3.643, 3.441, -3.336], [-4.211, -2.373, -0.631], [-4.049, -1.845, -2.007], [-5.099, -2.338, -2.906], [-2.686, -2.204, -2.528], [-4.079, -0.334, -1.945]], "forces_ev_per_a": [[-0.06, -0.03, 0.10], [-0.01, 0.00, 0.02], [0.00, -0.01, 0.01], [0.01, 0.00, 0.00], [-0.02, 0.00, 0.01], [0.00, 0.01, 0.05], [0.00, 0.03, 0.03], [0.02, 0.01, 0.03], [-0.04, -0.21, -0.13], [-0.01, -0.01, -0.04], [0.03, 0.00, 0.00], [0.01, -0.05, 0.00], [0.02, 0.02, 0.01], [0.00, -0.02, 0.01], [0.01, 0.00, 0.00], [-0.02, -0.02, -0.01], [-0.02, 0.00, 0.02], [-0.01, 0.02, 0.00], [0.01, 0.00, 0.01], [-0.05, 0.02, -0.04], [0.01, -0.05, -0.05], [0.01, -0.05, -0.04], [0.00, -0.01, 0.00], [0.00, 0.00, 0.00], [0.00, 0.00, -0.01], [0.00, 0.01, 0.00], [-0.01, 0.01, 0.00], [0.03, 0.11, 0.00], [0.01, 0.00, 0.03], [-0.01, -0.01, -0.01], [0.00, 0.00, 0.00], [-0.01, 0.01, 0.01], [0.00, 0.01, 0.00], [0.00, -0.01, -0.01], [0.00, 0.01, 0.00], [0.01, 0.00, 0.00], [0.00, 0.00, 0.00], [0.00, -0.01, 0.01], [-0.01, 0.02, 0.01], [0.02, 0.00, -0.01], [-0.01, -0.02, -0.01], [-0.02, 0.00, -0.01], [0.02, 0.02, -0.02], [0.00, 0.01, 0.00], [-0.02, 0.11, 0.11], [0.00, 0.01, 0.01], [0.00, 0.00, 0.00], [0.00, 0.00, 0.00], [-0.02, -0.01, 0.00], [0.00, 0.01, 0.01], [0.03, -0.02, -0.01], [0.00, 0.00, 0.00], [-0.01, 0.04, -0.02], [0.00, 0.00, 0.00], [-0.02, 0.00, 0.00], [0.02, 0.00, 0.05], [-0.01, -0.01, 0.03], [-0.01, 0.01, 0.01], [0.00, 0.01, 0.01], [-0.01, 0.00, 0.01], [0.06, -0.05, -0.02], [0.01, 0.00, -0.01], [0.00, 0.00, 0.00], [0.00, 0.00, 0.00], [0.00, 0.00, 0.00], [0.03, 0.01, 0.01], [0.02, 0.03, 0.00], [-0.01, 0.02, 0.00], [0.00, 0.00, 0.00], [0.02, 0.00, -0.04], [0.00, -0.01, 0.00], [0.00, 0.00, 0.00], [0.00, -0.01, 0.00], [0.01, -0.01, -0.03], [0.03, -0.03, -0.05], [-0.01, 0.10, -0.13], [0.00, -0.03, 0.04], [-0.03, -0.04, 0.03], [0.01, 0.02, 0.04]]}

Number 3 is which compound? C24H44BN2NaO4P2S